# 1
{
  "formula": "C41H39B2N7O15",
  "method": "ωB97M-V with the def2-TZVPD basis set",
  "symbols": ["O", "O", "O", "O", "O", "O", "O", "O", "O", "O", "O", "O", "O", "O", "O", "N", "N", "N", "N", "N", "N", "N", "C", "C", "C", "C", "C", "C", "C", "C", "C", "C", "C", "C", "C", "C", "C", "C", "C", "C", "C", "C", "C", "C", "C", "C", "C", "C", "C", "C", "C", "C", "C", "C", "C", "C", "C", "C", "C", "C", "C", "C", "C", "B", "B", "H", "H", "H", "H", "H", "H", "H", "H", "H", "H", "H", "H", "H", "H", "H", "H", "H", "H", "H", "H", "H", "H", "H", "H", "H", "H", "H", "H", "H", "H", "H", "H", "H", "H", "H", "H", "H", "H", "H"],
  "positions_angstrom": [[-3.48675, -9.53463, 2.57479], [1.70427, 5.04656, 4.21251], [-2.79945, 4.32146, -10.05405], [6.05659, 1.57583, -1.00103], [-1.85847, -7.63891, 2.83597], [-0.32456, -1.33662, 1.93105], [-3.27160, -2.59355, -6.57364], [-0.64717, -3.45560, 2.17157], [-0.50337, 2.69383, 8.57940], [-1.16192, 3.34564, -11.06178], [0.35849, 2.51362, 10.54856], [5.46604, 0.83499, 0.93590], [-0.95737, -1.81378, -6.56372], [-1.18700, -9.87330, 1.94422], [2.70957, 6.60970, 3.11427], [1.71284, 6.09991, 3.58758], [-1.85377, -3.25522, -4.64193], [-2.11111, 3.34860, -10.30020], [-1.84137, -6.88024, 1.70959], [5.31815, 1.56075, -0.03599], [0.07966, -2.46964, 2.09075], [0.38036, 2.90174, 9.39537], [3.74512, -1.76870, 2.27115], [-1.76841, -4.53939, -2.06291], [-2.98467, -5.56756, -0.04308], [-3.01564, -6.34108, 1.19150], [3.96271, 3.30719, -1.12956], [-1.68731, -5.32800, -0.75007], [2.04792, 4.24363, -0.01332], [-2.53301, -3.29784, -2.24249], [-3.68060, -3.95854, -6.83740], [-2.53834, -2.69645, -3.57251], [-2.01813, -0.23805, -9.25389], [-0.80558, 8.64775, 2.52791], [-0.63563, -6.66280, 1.10761], [3.67582, 4.66620, 9.43228], [-0.71948, 6.26144, 3.96128], [-3.88463, 0.83655, -8.17400], [0.40175, 7.98154, 2.68277], [-3.55013, 2.03786, -8.78513], [2.37629, -1.57449, 2.14636], [3.72252, 5.16923, 8.13723], [0.43546, 6.79458, 3.40304], [2.02762, -3.95914, 2.35970], [-1.02254, -5.06944, -3.22867], [-3.12162, -0.30109, -8.40951], [2.26408, 3.40641, 1.07474], [1.52664, -2.67263, 2.19739], [3.39657, -4.14537, 2.48072], [-2.45295, 2.08626, -9.63304], [1.54660, 3.67564, 8.95603], [4.25329, -3.05098, 2.44058], [2.68211, 4.91679, 7.25076], [-0.47894, -5.88109, -0.16004], [-1.96460, 8.12728, 3.09154], [2.89290, 4.19138, -1.11567], [1.58968, 4.16579, 7.65808], [2.58385, 3.91585, 9.84714], [3.32989, 2.51830, 1.06666], [4.17513, 2.48027, -0.03464], [-1.92245, 6.93489, 3.80450], [-1.09046, -4.39702, -4.50787], [-1.68011, 0.95857, -9.86999], [-2.18951, -9.02232, 2.44115], [-1.99558, -2.52822, -5.98550], [4.48973, 4.86249, 10.11965], [-2.90500, 8.65413, 2.97563], [-2.82837, 6.53222, 4.24114], [4.61740, 3.27650, -1.99118], [0.27480, -7.12236, 1.56338], [-0.54206, -4.83148, -5.38126], [-3.08990, -2.83050, -1.39303], [-3.38998, -1.24269, -7.93241], [-3.94628, -5.16715, -0.45059], [-0.69707, 5.33367, 4.51863], [0.51397, -5.72531, -0.64219], [3.48981, 1.87101, 1.91955], [-1.22202, -9.92350, 0.97297], [-3.97048, -6.52236, 1.73349], [1.60176, 3.45020, 1.93149], [5.32224, -3.19825, 2.54335], [-3.59187, -4.64076, -5.94181], [-0.40950, -5.99194, -3.12842], [-1.42183, -1.12581, -9.43591], [-4.77787, -3.94240, -7.09035], [-3.14132, -4.43075, -7.70567], [4.57285, 5.76131, 7.81783], [1.21752, 4.94118, -0.00169], [0.78501, 3.97524, 6.95962], [-3.11280, -1.76015, -3.75371], [-0.82108, 0.99597, -10.52799], [1.36867, -4.81714, 2.39626], [2.72160, 5.30902, 6.24121], [-4.15077, 2.91828, -8.59514], [-4.74368, 0.78636, -7.51512], [1.29963, 8.39680, 2.24290], [-0.84353, 9.57590, 1.97083], [3.79816, -5.14325, 2.61086], [2.71942, 4.84376, -1.96288], [1.99041, -0.57142, 2.01475], [-4.07167, -9.18148, 1.87762], [2.55508, 3.53092, 10.85849], [-0.75621, -2.25069, -7.41946], [4.41757, -0.91988, 2.23911]],
  "lowdin_charge": [0.20, 0.03, 0.09, 0.09, 0.15, 0.10, -0.01, 0.02, 0.06, 0.09, 0.08, 0.05, 0.21, 0.19, 0.09, -0.34, 0.08, -0.35, -0.07, -0.34, -0.35, -0.35, -0.03, -0.09, 0.08, 0.08, 0.00, -0.11, -0.07, 0.08, -0.03, 0.07, -0.07, -0.06, 0.08, -0.06, 0.00, -0.06, 0.00, 0.01, 0.02, -0.06, -0.15, -0.02, 0.07, -0.08, -0.06, -0.15, -0.06, -0.14, -0.15, -0.04, -0.06, 0.08, -0.06, -0.06, 0.00, 0.00, 0.00, -0.15, -0.06, 0.05, 0.01, -0.59, -0.58, 0.11, 0.11, 0.11, 0.12, 0.17, 0.17, 0.15, 0.08, 0.14, 0.12, 0.14, 0.11, 0.13, 0.17, 0.10, 0.12, 0.10, 0.13, 0.10, 0.12, 0.12, 0.11, 0.11, 0.11, 0.17, 0.12, 0.09, 0.08, 0.12, 0.11, 0.12, 0.11, 0.11, 0.11, 0.12, 0.12, 0.12, 0.14, 0.10],
  "de_lowest_kj_mol": 211.0,
  "homo_lumo_gap_ev": 3.9,
  "spin_multiplicity": 1,
  "charge": 2,
  "energy_ev": -85618.2115
}



# 2
{
  "formula": "C35H37N13O4ReSe",
  "method": "ωB97M-V with the def2-TZVPD basis set",
  "symbols": ["Re", "Se", "O", "O", "O", "O", "N", "N", "N", "N", "N", "N", "N", "N", "N", "N", "N", "N", "N", "C", "C", "C", "C", "C", "C", "C", "C", "C", "C", "C", "C", "C", "C", "C", "C", "C", "C", "C", "C", "C", "C", "C", "C", "C", "C", "C", "C", "C", "C", "C", "C", "C", "C", "C", "H", "H", "H", "H", "H", "H", "H", "H", "H", "H", "H", "H", "H", "H", "H", "H", "H", "H", "H", "H", "H", "H", "H", "H", "H", "H", "H", "H", "H", "H", "H", "H", "H", "H", "H", "H", "H"],
  "positions_angstrom": [[-1.38132, 0.93774, -0.35097], [0.48837, -2.66640, -2.30945], [3.08151, 0.79005, 3.46969], [-0.34719, 0.11435, 2.26664], [-2.54815, 0.65743, 2.34557], [-4.55606, 1.78446, -1.51307], [-0.22087, 4.37787, 1.81394], [-3.47040, -2.47950, -1.95175], [2.62674, 0.12260, -1.37091], [0.56628, 0.70981, -1.02636], [2.39123, 1.13285, -2.20069], [-3.32758, 1.25949, 0.32664], [-1.25980, 4.93745, 1.20403], [3.26238, 0.19855, 5.56011], [-2.01604, -0.95007, -0.96077], [-2.51933, -0.81070, -3.24359], [3.38303, -4.45308, -5.45786], [-0.90382, 2.92896, 0.34735], [3.92550, -0.68567, 4.83454], [3.91404, -0.52108, -1.36226], [-4.52488, 1.61485, -0.33004], [-1.65672, 4.06235, 0.32326], [3.30084, -5.00774, -4.26959], [0.72335, 4.10021, 4.05658], [-2.54506, -1.57407, -4.47765], [0.24616, 3.36159, 6.30358], [-1.89672, 0.48217, -3.40380], [-4.94742, 1.27481, 2.02140], [1.69126, -3.39482, -3.58383], [1.52617, -0.14683, -0.67086], [-3.41317, -3.39398, -0.83190], [1.15576, 1.47691, -1.98669], [1.67582, 3.10124, 3.95418], [-5.62014, 1.69483, 0.70737], [4.29919, -1.08024, -0.01662], [0.00234, 4.21917, 5.23961], [0.48461, 5.03520, 2.89389], [1.79090, -2.82127, -4.84832], [5.07623, -2.23158, 0.04540], [3.81372, -0.33945, 3.58490], [-3.53853, 1.05402, 1.59916], [-2.64853, -1.40504, -2.04144], [2.75340, 1.08071, 4.74970], [0.00014, 3.17603, 1.29474], [1.17381, 2.34307, 6.19266], [-1.29645, 0.45941, 1.64084], [5.45070, -2.76295, 1.26936], [3.92959, -0.45058, 1.15904], [-4.66757, -2.59034, -2.76587], [5.04270, -2.16545, 2.44882], [4.28471, -0.99866, 2.39168], [1.87268, 2.19773, 4.99710], [2.66049, -3.39910, -5.75957], [2.46220, -4.51287, -3.28216], [-5.36012, 0.35559, 2.44355], [1.43786, 5.40754, 2.50646], [-2.66289, -2.63430, -4.28032], [3.91314, -1.32120, -2.10926], [-1.59107, -1.43054, -4.98890], [-5.53114, -2.71034, -2.11153], [5.39979, -2.70281, -0.87032], [1.43087, -0.89351, 0.09283], [1.36537, 1.65850, 7.00462], [4.63802, 0.23011, -1.69345], [-2.19103, -1.56187, -0.16420], [2.40406, -4.99654, -2.31940], [3.36478, 0.47039, 1.14112], [5.30894, -2.57630, 3.40830], [0.68433, 2.28572, -2.51269], [-5.01417, 2.03427, 2.80316], [-2.14584, 1.14594, -2.56588], [-0.81197, 0.38726, -3.52030], [2.29780, 3.02055, 3.07474], [-3.89739, -4.32064, -1.13005], [1.20310, -1.96065, -5.12598], [-2.37778, -3.62091, -0.57646], [-3.93369, -3.01404, 0.05138], [-6.45463, 1.05038, 0.42490], [-6.00781, 2.71629, 0.73585], [6.06213, -3.65032, 1.29742], [-0.73932, 4.99580, 5.34227], [-2.48954, 4.22020, -0.33542], [-3.33656, -1.22669, -5.14184], [0.76389, 2.49751, 1.61156], [2.77068, -3.00216, -6.75813], [-2.30555, 0.95106, -4.29737], [-0.12880, 5.88730, 3.18909], [3.91937, -5.87563, -4.09538], [-4.81379, -1.69276, -3.35663], [-0.29713, 3.48932, 7.22552], [-4.62401, -3.45691, -3.42504]],
  "lowdin_charge": [1.40, 0.88, 0.11, 0.09, 0.12, 0.13, -0.08, -0.14, -0.09, -0.10, 0.16, 0.00, 0.15, 0.12, -0.04, -0.14, 0.09, -0.08, 0.12, -0.06, -0.43, -0.16, -0.12, -0.20, -0.04, -0.04, -0.05, -0.03, -0.66, -0.18, -0.03, -0.18, 0.01, -0.04, -0.20, -0.02, -0.05, -0.11, -0.02, -0.27, -0.31, -0.45, -0.27, -0.10, 0.01, -0.47, -0.03, 0.01, -0.03, 0.01, -0.12, -0.12, -0.12, -0.10, 0.15, 0.15, 0.09, 0.13, 0.09, 0.10, 0.12, 0.13, 0.13, 0.15, 0.06, 0.10, 0.12, 0.13, 0.13, 0.15, 0.04, 0.08, 0.12, 0.11, 0.09, 0.09, 0.10, 0.14, 0.15, 0.12, 0.12, 0.12, 0.11, 0.12, 0.12, 0.12, 0.14, 0.12, 0.09, 0.12, 0.10],
  "de_lowest_kj_mol": 137.0,
  "homo_lumo_gap_ev": [7.2, 5.4],
  "spin_multiplicity": 4,
  "charge": 2,
  "s2": 3.774,
  "energy_ev": -131919.3125
}



# 3
{
  "formula": "C39H50BClIrN2O9S3Si",
  "method": "ωB97M-V with the def2-TZVPD basis set",
  "symbols": ["Ir", "Cl", "S", "S", "S", "Si", "O", "O", "O", "O", "O", "O", "O", "O", "O", "N", "N", "C", "C", "C", "C", "C", "C", "C", "C", "C", "C", "C", "C", "C", "C", "C", "C", "C", "C", "C", "C", "C", "C", "C", "C", "C", "C", "C", "C", "C", "C", "C", "C", "C", "C", "C", "C", "C", "C", "C", "B", "H", "H", "H", "H", "H", "H", "H", "H", "H", "H", "H", "H", "H", "H", "H", "H", "H", "H", "H", "H", "H", "H", "H", "H", "H", "H", "H", "H", "H", "H", "H", "H", "H", "H", "H", "H", "H", "H", "H", "H", "H", "H", "H", "H", "H", "H", "H", "H", "H", "H"],
  "positions_angstrom": [[1.20574, 1.09336, -0.84415], [7.09634, 1.22156, 0.94845], [-0.22346, 3.65476, 0.79945], [-0.81676, 0.19776, 0.73545], [1.81174, 1.62416, 2.19575], [-2.71466, -0.73484, 0.71445], [1.83114, 3.18516, -1.48525], [3.05694, -0.94724, -2.05115], [0.98144, -1.85124, -2.02995], [7.60504, 3.27426, -1.13455], [5.99744, 4.61566, -1.82945], [-3.63496, -0.61494, -0.63015], [3.49864, 4.50006, -2.09065], [-3.64076, -0.13914, 1.92465], [-2.62546, -2.32224, 1.07305], [3.50014, 1.36486, -0.38295], [4.54604, 0.66636, 0.16865], [-1.45656, -2.22054, 3.20705], [-0.68876, 2.28896, -2.99215], [4.00094, 2.48676, -0.94235], [3.18864, -1.08284, 1.14735], [-4.36646, 1.95586, 0.97975], [-1.03556, 2.39566, -4.48455], [2.54954, -4.34924, -4.22325], [-4.98386, -0.80044, -2.55765], [-1.96586, 2.16886, -2.16975], [5.39654, 2.55026, -0.76105], [3.08084, -2.08864, -2.76665], [1.79624, -2.64484, -2.76415], [1.05224, 2.87246, 3.07385], [3.05844, 3.45526, -1.54865], [0.70624, 3.97126, 5.20095], [1.50554, -3.79324, -3.48435], [-1.80136, -3.03964, 1.96535], [5.55774, -1.42734, 0.86605], [4.22064, -3.08664, 1.99515], [0.19844, 3.81296, 2.44695], [5.44374, -2.64024, 1.50415], [-2.86986, 1.87226, 2.98995], [-2.67406, -1.81814, -2.47785], [3.09344, -2.29894, 1.77675], [-0.32016, 4.86546, 3.22075], [-0.51916, -3.43644, 1.22855], [-2.60016, -4.29074, 2.36615], [-5.24896, 1.08426, 3.16175], [0.25854, 1.10896, -2.77785], [3.82274, -3.80474, -4.21265], [6.41104, 3.50176, -1.24695], [-4.01576, 1.18196, 2.24765], [-4.54346, -2.79344, -1.11275], [5.70764, 1.38996, -0.03955], [-0.08366, 4.94046, 4.57165], [4.12544, -2.66734, -3.46805], [1.28284, 2.97366, 4.45575], [-3.93806, -1.50404, -1.67765], [4.43364, -0.58564, 0.71575], [1.74464, -0.75634, -1.59625], [-0.76056, -4.03234, 0.35115], [2.30064, -0.49094, 0.99395], [-4.97126, -3.39884, -1.90895], [1.92874, 2.23546, 4.90925], [-1.57506, 1.51286, -4.82795], [-0.18246, 3.21356, -2.70425], [-4.58326, 0.12936, -2.95255], [-5.31816, -2.54604, -0.39025], [-6.08346, 0.63926, 2.62435], [-3.50576, -3.99424, 2.89035], [-0.89246, -1.33864, 2.91505], [-3.50556, 1.96066, 0.31925], [1.09864, 1.22156, -3.47335], [-2.30256, -0.91444, -2.95435], [0.00004, -2.53834, 0.90105], [-5.27796, -1.44224, -3.38575], [6.32344, -3.26414, 1.61975], [-0.50936, 5.74626, 5.15995], [0.13124, -4.01764, 1.87825], [2.12684, -2.64004, 2.11785], [-0.26346, 0.18216, -3.03245], [-0.92386, 5.61156, 2.72395], [-2.87396, -2.57164, -3.23845], [2.35554, -5.22184, -4.83405], [-5.18336, 1.46226, 0.45775], [5.11464, -2.23954, -3.44225], [-5.01956, 0.46556, 4.02515], [-2.36836, -1.89284, 3.70045], [-1.90376, -2.17394, -1.79785], [-2.63896, 2.99946, -2.38085], [-1.72436, 2.18946, -1.11065], [4.96384, 4.62676, -1.94985], [-2.00956, -4.93554, 3.01245], [-3.15256, 2.88146, 3.27825], [-2.87896, -4.84684, 1.47415], [-5.54366, 2.07186, 3.50875], [-2.60426, 1.30796, 3.88045], [-0.86146, -2.81904, 3.89355], [-5.86386, -0.56524, -1.96315], [4.14264, -4.03324, 2.51515], [-1.66596, 3.26566, -4.66965], [-1.99606, 1.91606, 2.34655], [-0.12706, 2.49436, -5.07475], [-3.77166, -3.35734, -0.60115], [-4.64626, 2.97856, 1.22005], [-2.48996, 1.23706, -2.37195], [4.59614, -4.27024, -4.80925], [6.51524, -1.13414, 0.47075], [0.86664, 4.01776, 6.27285], [0.51554, -4.22374, -3.48565]],
  "lowdin_charge": [0.92, 0.79, 0.67, 0.40, 0.63, -0.08, -0.12, 0.13, 0.13, 0.03, 0.09, -0.13, 0.03, -0.13, -0.16, 0.05, -0.03, -0.05, -0.49, -0.10, -0.06, -0.03, -0.10, -0.12, -0.03, -0.10, -0.06, -0.20, -0.20, -0.74, -0.54, -0.12, 0.00, -0.65, -0.06, -0.09, -0.75, -0.10, -0.04, -0.01, -0.06, -0.16, -0.04, -0.03, -0.04, -0.23, -0.12, -0.52, -0.65, -0.03, -0.51, -0.13, 0.00, -0.16, -0.64, -0.19, -0.67, 0.08, -0.01, 0.08, 0.08, 0.07, 0.11, 0.07, 0.09, 0.07, 0.08, 0.04, 0.06, 0.06, 0.07, 0.04, 0.08, 0.10, 0.08, 0.08, 0.09, 0.05, 0.08, 0.08, 0.09, 0.08, 0.11, 0.08, 0.08, 0.08, 0.08, -0.01, 0.05, 0.08, 0.08, 0.07, 0.08, 0.09, 0.08, 0.08, 0.09, 0.06, 0.00, 0.07, 0.06, 0.09, 0.05, 0.09, 0.06, 0.09, 0.11],
  "de_lowest_kj_mol": 416.9,
  "homo_lumo_gap_ev": [6.0, 5.6],
  "spin_multiplicity": 2,
  "charge": -2,
  "s2": 0.787,
  "energy_ev": -119092.5997
}